Record 1
{"formula": "C5H9BrO3S", "method": "the ωB97M-V functional and the def2-TZVPD basis", "species": ["C", "C", "C", "C", "C", "O", "O", "O", "S", "Br", "H", "H", "H", "H", "H", "H", "H", "H", "H"], "coordinates": [[0.018, 0.882, -0.484], [0.454, 1.303, 0.917], [-1.639, -0.290, -1.963], [-1.261, -2.272, 1.809], [-1.272, 0.077, -0.571], [0.526, 1.275, -1.519], [-0.969, -2.838, -0.682], [0.844, -1.531, 0.453], [-0.499, -1.816, 0.266], [-2.744, 0.599, 0.571], [0.826, 0.505, 1.537], [1.471, 1.873, 0.933], [-0.274, 1.928, 1.446], [-0.737, -0.232, -2.497], [-2.407, 0.444, -2.438], [-2.195, -1.222, -1.949], [-0.942, -1.801, 2.734], [-2.337, -2.341, 1.784], [-0.832, -3.273, 1.742]], "nbo_charge": [0.3543, -0.7130, -0.7059, -0.8732, -0.1568, -0.4208, -0.8825, -0.8968, 1.9787, 0.0932, 0.2472, 0.2435, 0.2369, 0.2563, 0.2298, 0.2515, 0.2517, 0.2578, 0.2480], "spin_multiplicity": 3, "homo_ha": [-0.229, -0.351], "total_charge": 0, "fmax_ev_per_a": 5.536, "s_squared": 2.0127}

Record 2
{"formula": "C5H9Cl5N2O9P3", "method": "the ωB97M-V functional and the def2-TZVPD basis", "species": ["N", "P", "N", "C", "C", "O", "Cl", "C", "C", "O", "O", "P", "O", "O", "O", "P", "O", "O", "O", "H", "H", "H", "H", "H", "H", "H", "H", "H", "C", "Cl", "Cl", "Cl", "Cl"], "coordinates": [[2.637, 1.235, -0.972], [1.062, 1.106, -1.018], [0.575, -0.563, -0.962], [0.911, -1.108, -2.283], [1.533, -2.508, -2.194], [1.375, -3.239, -1.286], [2.551, -3.084, -3.590], [-0.867, -0.778, -0.575], [-1.492, -2.098, -1.122], [-1.995, -2.025, -2.272], [-1.451, -3.118, -0.473], [-2.050, 0.590, -1.019], [-2.033, 1.710, -0.077], [-1.875, 1.072, -2.555], [-3.524, -0.061, -0.943], [-0.861, -0.921, 1.292], [-2.178, -1.197, 1.854], [0.137, -2.117, 1.684], [-0.167, 0.390, 1.961], [2.892, 1.799, -0.169], [0.627, 1.673, -2.237], [0.535, 1.821, 0.071], [0.103, -1.067, -3.021], [1.721, -0.481, -2.695], [-1.508, 0.336, -3.069], [-4.145, 0.557, -1.343], [-0.404, -2.790, 2.110], [0.782, 0.193, 1.975], [1.421, 2.935, 4.585], [1.577, 1.519, 5.632], [1.620, 2.445, 2.901], [-0.176, 3.656, 4.802], [2.668, 4.121, 5.008]], "nbo_charge": [-1.3457, 1.4361, -0.7305, -0.3659, 0.5876, -0.4389, -0.1380, -0.7214, 0.7441, -0.7846, -0.6741, 2.3340, -1.1075, -0.9901, -0.9578, 2.3767, -1.0976, -0.9917, -0.9731, 0.3639, -0.0613, 0.0106, 0.2501, 0.2429, 0.5140, 0.4964, 0.5262, 0.4950, -0.2210, 0.0551, 0.0622, 0.0647, 0.0398], "homo_ha": -0.209, "total_charge": -1, "fmax_ev_per_a": 2.571}